9
Properties=species:S:1:pos:R:3:forces:R:3:lowdin_charge:R:1 method="wB97M-V/def2-TZVPD" lumo_energy_ev=0.5 homo_energy_ev=-10.59
O -0.898 0.857 -0.180 3.341 1.613 3.223 -0.0310
H -0.470 0.163 0.389 -0.670 0.766 -0.422 0.0242
H -1.508 0.444 -0.685 -2.973 -2.046 -2.615 -0.0126
O -0.143 -1.252 1.326 1.880 2.992 -8.097 0.0994
H -0.931 -1.634 1.085 -2.980 -1.475 -1.502 0.0357
H -0.109 -1.451 2.141 1.128 -1.908 9.774 -0.0428
O 1.558 0.599 -1.376 0.521 0.862 -0.583 -0.0835
H 0.804 0.845 -0.831 -0.405 -0.112 0.037 -0.0318
H 1.697 1.430 -1.870 0.158 -0.692 0.185 0.0424

---

13
Properties=species:S:1:pos:R:3:forces:R:3:lowdin_charge:R:1 method="wB97M-V/def2-TZVPD" lumo_energy_ev=0.8 homo_energy_ev=-7.92
N -0.193 -0.724 -1.657 -2.120 1.231 -1.617 -0.0021
N 0.472 -0.953 -0.430 2.432 3.559 -1.556 -0.2285
C 0.954 0.317 0.157 -0.812 -0.565 1.072 -0.0540
C 0.324 0.909 1.171 -0.702 -1.312 -0.618 -0.0952
C -0.791 0.254 1.784 0.451 -0.446 -0.976 -0.1869
N -1.051 -0.952 1.454 -1.498 -0.888 -0.470 0.0491
N -0.274 -1.618 0.499 0.008 1.189 2.868 -0.0437
H 0.318 -0.832 -2.556 0.048 -0.137 1.697 0.0862
H -0.895 0.090 -1.782 1.633 -1.462 0.911 0.1132
H 1.863 0.790 -0.073 1.205 -0.148 -1.474 0.0841
H 0.558 1.801 1.660 1.157 1.419 0.104 0.0786
H -1.319 0.865 2.514 -0.481 -0.992 0.195 0.1035
H -0.749 -2.295 -0.020 -1.322 -1.445 -0.136 0.0956